A 8-piece molecular cluster, C41H82NO22 overall at a distorted geometry. Source: the Open Molecules 2025 dataset; level of theory: ωB97M-V with the def2-TZVPD basis set.

```
146
Properties=species:S:1:pos:R:3
C 3.97 8.39 2.27
C 2.82 8.24 1.28
C 2.32 6.79 1.02
C 1.13 6.53 2.00
C 1.49 6.46 3.47
C 3.45 5.76 1.16
C 3.34 4.55 0.22
C 2.15 3.63 0.58
C 4.61 3.72 0.43
N 3.33 4.94 -1.20
O 3.03 3.97 -1.98
C 2.69 6.27 -1.51
C 1.90 6.14 -2.80
C 3.79 7.30 -1.80
C 1.73 6.73 -0.42
H 3.89 7.74 3.14
H 4.90 8.13 1.78
H 4.05 9.41 2.64
H 1.98 8.88 1.54
H 3.20 8.61 0.33
H 0.47 7.38 1.88
H 0.55 5.67 1.69
H 2.16 5.65 3.73
H 0.57 6.27 4.03
H 1.85 7.42 3.83
H 4.42 6.20 1.00
H 3.45 5.34 2.15
H 1.74 3.94 1.53
H 1.34 3.72 -0.14
H 2.48 2.61 0.70
H 4.59 3.22 1.39
H 5.48 4.37 0.37
H 4.71 2.99 -0.36
H 2.53 5.88 -3.64
H 1.50 7.13 -3.03
H 1.04 5.47 -2.71
H 4.36 6.91 -2.63
H 3.32 8.21 -2.13
H 4.44 7.47 -0.95
H 0.81 6.16 -0.42
H 1.44 7.75 -0.68
C 2.57 1.08 -2.68
C 1.91 1.15 -4.04
O 2.82 0.80 -5.10
C 3.05 -0.50 -5.26
O 2.55 -1.39 -4.62
O 3.93 -0.65 -6.25
C 4.33 -2.00 -6.48
H 3.47 1.69 -2.66
H 1.89 1.44 -1.92
H 2.85 0.05 -2.44
H 1.61 2.18 -4.25
H 1.02 0.52 -4.10
H 3.47 -2.65 -6.63
H 4.93 -2.37 -5.65
H 4.94 -2.00 -7.37
C 2.61 -3.62 -1.72
C 4.02 -3.62 -2.27
O 4.87 -4.52 -1.54
C 4.73 -5.81 -1.82
O 3.97 -6.29 -2.62
O 5.58 -6.50 -1.04
C 5.49 -7.91 -1.19
H 2.61 -3.40 -0.65
H 2.00 -2.86 -2.23
H 2.13 -4.58 -1.86
H 4.46 -2.63 -2.15
H 4.03 -3.87 -3.33
H 5.59 -8.21 -2.23
H 4.55 -8.28 -0.79
H 6.31 -8.34 -0.61
C -3.46 -4.48 0.38
C -2.32 -4.33 1.35
O -1.58 -5.55 1.50
C -0.73 -5.83 0.51
O -0.52 -5.16 -0.46
O -0.15 -7.00 0.79
C 0.74 -7.47 -0.23
H -4.10 -5.32 0.67
H -4.07 -3.58 0.35
H -3.10 -4.68 -0.63
H -2.71 -4.09 2.34
H -1.65 -3.51 1.06
H 1.49 -6.71 -0.47
H 0.19 -7.74 -1.12
H 1.24 -8.35 0.17
C -4.71 9.27 1.96
C -4.82 7.76 1.98
O -4.69 7.21 0.66
C -3.45 7.13 0.19
O -2.44 7.47 0.76
O -3.50 6.63 -1.05
C -2.22 6.57 -1.68
H -5.43 9.70 1.26
H -4.90 9.68 2.96
H -3.71 9.59 1.65
H -5.81 7.46 2.32
H -4.09 7.31 2.64
H -1.50 6.04 -1.06
H -1.86 7.57 -1.90
H -2.35 6.02 -2.62
C -8.54 -2.84 5.29
C -7.34 -2.71 6.21
O -6.62 -3.95 6.33
C -5.83 -4.26 5.30
O -5.65 -3.59 4.32
O -5.26 -5.44 5.56
C -4.43 -5.93 4.50
H -9.18 -3.66 5.62
H -9.12 -1.92 5.29
H -8.23 -3.05 4.27
H -7.67 -2.47 7.22
H -6.66 -1.92 5.88
H -3.69 -5.19 4.22
H -5.04 -6.20 3.64
H -3.93 -6.81 4.88
C 10.48 -4.65 -9.73
C 9.11 -5.10 -9.27
O 8.43 -4.08 -8.52
C 7.90 -3.10 -9.24
O 7.90 -3.01 -10.44
O 7.33 -2.23 -8.40
C 6.76 -1.08 -9.03
H 11.07 -4.31 -8.89
H 11.00 -5.47 -10.22
H 10.40 -3.83 -10.44
H 9.20 -5.95 -8.59
H 8.48 -5.42 -10.11
H 6.06 -1.37 -9.81
H 7.54 -0.45 -9.45
H 6.23 -0.53 -8.26
C -9.63 -6.47 9.34
C -10.01 -5.36 8.38
O -11.07 -5.76 7.50
C -12.29 -5.75 8.03
O -12.58 -5.42 9.16
O -13.15 -6.16 7.10
C -14.50 -6.27 7.55
H -9.39 -7.38 8.79
H -8.76 -6.17 9.93
H -10.45 -6.70 10.02
H -9.17 -5.12 7.74
H -10.29 -4.45 8.92
H -14.84 -5.34 8.00
H -14.60 -7.08 8.26
H -15.10 -6.48 6.67
```

Results
Total charge = 0
HOMO (spin up / spin down) = -0.30570 / -0.34880 Eh
⟨S²⟩ = 0.7540
HOMO-LUMO gap (spin up / spin down) = 8.882 / 9.887 eV
2S+1 = 2
E_LUMO (spin up / spin down) = 0.56 / 0.40 eV

---

A 2-piece molecular cluster, C3H7NS overall at a distorted geometry. Source: the Open Molecules 2025 dataset; level of theory: ωB97M-V with the def2-TZVPD basis set.

```
12
Properties=species:S:1:pos:R:3
S 1.53 -1.10 0.10
H 1.38 -2.35 0.52
C -1.10 0.37 -0.78
C -0.93 -0.98 -0.84
C -0.58 2.17 0.70
N -0.66 0.93 0.40
H -1.19 1.01 -1.64
H -1.08 -1.61 0.02
H -0.64 -1.50 -1.74
H -0.06 2.46 1.59
H -1.00 2.93 0.05
H 0.06 0.26 0.83
```

Results
Total charge = 0
HOMO = -0.26224 Eh
Relative energy (zero: lowest compared OMol25 entry of this formula, charge and spin) = 315.6 kJ/mol
HOMO-LUMO gap = 6.332 eV
E_LUMO = -0.80 eV

---

A 16-piece molecular cluster, C29H95N5O16 overall at a distorted geometry. Source: the Open Molecules 2025 dataset; level of theory: ωB97M-V with the def2-TZVPD basis set.

```
145
Properties=species:S:1:pos:R:3
C 2.05 -2.09 7.54
C 0.77 -2.41 6.67
C -0.27 -1.31 6.97
O 1.04 -2.27 5.27
H 2.96 -2.52 7.13
H 1.87 -2.50 8.53
H 2.24 -1.03 7.74
H 0.50 -3.43 6.96
H -1.22 -1.52 6.48
H 0.03 -0.26 7.02
H -0.59 -1.46 8.00
H 1.54 -1.48 5.07
C -2.67 -3.77 3.66
C -2.58 -5.13 4.37
C -1.15 -5.28 4.92
O -3.48 -5.18 5.42
H -2.33 -2.97 4.33
H -3.72 -3.64 3.41
H -2.01 -3.70 2.79
H -2.82 -6.03 3.81
H -0.91 -4.40 5.51
H -0.31 -5.23 4.23
H -1.00 -6.09 5.63
H -3.32 -6.01 5.86
C 4.28 -1.77 -0.19
C 3.05 -1.53 0.69
C 1.90 -2.42 0.23
O 3.41 -1.94 1.98
H 4.05 -1.43 -1.20
H 4.71 -2.76 -0.34
H 5.10 -1.14 0.15
H 2.72 -0.50 0.75
H 2.09 -3.50 0.25
H 1.53 -2.22 -0.77
H 1.07 -2.21 0.91
H 2.97 -1.36 2.61
O -3.05 2.35 5.11
H -2.23 1.93 4.88
H -3.65 1.63 5.32
O 2.61 -0.49 3.98
H 3.26 -0.91 4.54
H 2.83 0.44 4.00
O 2.57 -1.16 -3.98
H 1.91 -1.77 -4.32
H 3.23 -1.73 -3.58
O 3.80 1.47 -3.31
H 4.12 1.98 -4.05
H 3.34 0.73 -3.70
O 0.99 2.74 -4.40
H 1.48 3.42 -3.94
H 0.15 2.69 -3.93
O -4.35 0.26 2.29
H -5.23 -0.06 2.08
H -4.42 0.60 3.18
O 2.56 2.12 -0.66
H 2.05 1.34 -0.44
H 3.23 1.81 -1.27
O -3.87 2.85 1.46
H -4.04 1.93 1.65
H -3.03 2.85 1.02
C -1.23 -0.01 -5.29
C -1.95 0.07 -6.59
C -1.37 -0.58 -7.81
O -0.31 0.22 -8.21
C 0.38 -0.18 -9.47
N -3.28 -0.44 -6.30
H -0.21 0.38 -5.35
H -1.13 -1.08 -5.08
H -1.70 0.54 -4.47
H -2.07 1.14 -6.75
H -2.13 -0.63 -8.59
H -1.11 -1.61 -7.55
H -0.23 -0.90 -10.02
H 1.32 -0.67 -9.22
H 0.74 0.64 -10.10
H -3.47 -0.12 -5.36
H -3.94 -0.02 -6.94
C 3.64 4.30 4.23
C 2.55 3.21 4.64
C 1.08 3.69 4.61
O 1.02 5.00 5.10
C -0.23 5.70 5.10
N 2.79 2.21 3.61
H 3.50 5.16 4.87
H 3.44 4.66 3.22
H 4.66 3.90 4.22
H 2.85 2.80 5.61
H 0.53 3.01 5.26
H 0.74 3.71 3.57
H -0.29 6.40 4.27
H -0.26 6.36 5.98
H -1.08 5.06 5.30
H 1.83 1.97 3.37
H 3.12 2.57 2.72
C 0.30 -4.87 -3.59
C 0.58 -4.41 -5.07
C -0.50 -4.95 -6.07
O -0.55 -4.03 -7.12
C -1.55 -4.38 -8.11
N 0.64 -2.96 -5.06
H 0.21 -5.94 -3.77
H -0.68 -4.49 -3.26
H 1.06 -4.55 -2.88
H 1.51 -4.84 -5.44
H -1.47 -5.04 -5.58
H -0.11 -5.92 -6.39
H -1.52 -3.64 -8.92
H -2.49 -4.31 -7.58
H -1.20 -5.37 -8.41
H 0.41 -2.50 -5.93
H -0.12 -2.64 -4.48
C -0.85 -0.38 2.83
C 0.03 0.30 1.74
C -0.51 0.10 0.25
O 0.53 0.41 -0.71
C 0.10 0.20 -2.10
N 0.28 1.66 2.13
H -0.77 -1.44 2.60
H -1.90 -0.19 2.62
H -0.65 -0.14 3.88
H 0.96 -0.27 1.75
H -1.38 0.72 0.01
H -0.93 -0.88 0.01
H 0.03 -0.86 -2.35
H 0.90 0.50 -2.76
H -0.81 0.72 -2.39
H 0.87 2.06 1.42
H -0.59 2.17 2.17
C -2.73 4.34 -1.70
C -1.31 4.94 -1.32
C -0.59 3.96 -0.35
O -1.20 3.67 0.96
C -1.61 4.89 1.71
N -0.56 4.95 -2.60
H -3.34 4.63 -0.84
H -2.65 3.26 -1.86
H -3.19 4.75 -2.60
H -1.33 5.93 -0.88
H 0.46 4.17 -0.15
H -0.56 3.02 -0.90
H -1.54 4.84 2.80
H -2.53 5.38 1.37
H -0.84 5.65 1.59
H 0.42 5.02 -2.35
H -0.66 5.74 -3.22
```

Results
Total charge = -1
HOMO (spin up / spin down) = 0.01208 / -0.25282 Eh
⟨S²⟩ = 0.7506
HOMO-LUMO gap (spin up / spin down) = 1.575 / 8.780 eV
2S+1 = 2
E_LUMO (spin up / spin down) = 1.90 / 1.90 eV

---

C33H40N3OP2SSbSe4Ti as an isolated structure at a distorted geometry. Source: the Open Molecules 2025 dataset; level of theory: ωB97M-V with the def2-TZVPD basis set.

```
86
Properties=species:S:1:pos:R:3
Ti 0.30 -0.76 0.73
N 1.24 -1.26 4.76
C 1.23 -1.28 3.42
O 0.21 -0.96 2.81
C 2.48 -1.63 2.66
C 2.43 -0.93 1.30
H 0.37 -1.10 5.24
H 2.04 -1.59 5.27
H 2.46 -2.71 2.53
H 3.35 -1.39 3.27
H 3.11 -1.44 0.60
H 2.82 0.09 1.42
C 2.80 1.45 -1.49
C 1.66 1.19 -2.48
P 0.36 -0.05 -1.96
C -1.18 0.51 -2.74
C -1.41 1.83 -3.12
C -2.65 2.21 -3.63
C -3.67 1.29 -3.76
C -3.44 -0.04 -3.40
C -2.22 -0.42 -2.89
C 0.89 -1.44 -3.03
C 1.90 -2.27 -2.55
C 2.40 -3.30 -3.33
C 1.89 -3.51 -4.60
C 0.90 -2.68 -5.10
C 0.40 -1.64 -4.32
C 2.49 2.36 -0.29
P 0.78 2.21 0.41
C 0.29 3.96 0.63
C 1.11 4.91 1.25
C 0.68 6.21 1.40
C -0.58 6.59 0.94
C -1.40 5.66 0.34
C -0.97 4.35 0.18
C 1.07 1.76 2.17
C 2.27 1.86 2.86
C 2.32 1.59 4.23
C 1.17 1.22 4.90
C -0.04 1.11 4.21
C -0.09 1.37 2.86
H 3.60 1.93 -2.05
H 3.21 0.50 -1.14
H 2.11 0.78 -3.39
H 1.18 2.12 -2.77
H -0.64 2.58 -3.02
H -2.81 3.25 -3.92
H -4.64 1.59 -4.13
H -4.23 -0.77 -3.49
H -2.07 -1.45 -2.60
H 2.28 -2.13 -1.55
H 3.17 -3.95 -2.94
H 2.27 -4.33 -5.21
H 0.50 -2.84 -6.09
H -0.37 -1.00 -4.72
H 2.58 3.41 -0.61
H 3.25 2.21 0.48
H 2.08 4.62 1.63
H 1.32 6.94 1.88
H -0.92 7.61 1.07
H -2.39 5.94 -0.01
H -1.62 3.61 -0.28
H 3.18 2.16 2.35
H 3.26 1.68 4.76
H 1.20 1.01 5.96
H -0.94 0.80 4.72
H -1.02 1.24 2.33
C -1.52 -3.48 3.05
N -1.95 -3.99 1.77
C -1.25 -3.93 0.64
S 0.41 -3.43 0.58
N -1.87 -4.34 -0.46
C -1.31 -4.34 -1.79
H -2.15 -3.93 3.82
H -1.62 -2.40 3.10
H -0.48 -3.76 3.23
H -2.95 -4.10 1.67
H -2.88 -4.42 -0.41
H -0.77 -3.41 -1.98
H -2.13 -4.43 -2.50
H -0.62 -5.17 -1.94
Se -5.37 1.26 0.33
Sb -4.56 -0.96 0.35
Se -5.16 -2.48 2.24
Se -5.13 -2.78 -1.13
Se -2.02 -0.81 0.46
```

Results
Total charge = 0
HOMO (spin up / spin down) = -0.27054 / -0.27165 Eh
Relative energy (zero: lowest compared OMol25 entry of this formula, charge and spin) = 209.0 kJ/mol
⟨S²⟩ = 2.0179
HOMO-LUMO gap (spin up / spin down) = 7.099 / 5.939 eV
2S+1 = 3
E_LUMO (spin up / spin down) = -0.26 / -1.45 eV

---

A 2-piece molecular cluster, CH7N2O overall. Source: the Open Molecules 2025 dataset; level of theory: ωB97M-V with the def2-TZVPD basis set.

```
11
Properties=species:S:1:pos:R:3
N 0.70 -1.93 1.12
H 1.59 -2.18 1.50
H 0.47 -2.58 0.38
H 0.74 -0.92 0.76
N -0.95 1.16 -1.37
C -0.46 1.10 0.04
O 0.79 0.64 0.21
H -0.35 1.82 -1.86
H -0.71 0.26 -1.77
H -0.60 2.14 0.41
H -1.23 0.50 0.57
```

Results
Total charge = -1
HOMO = -0.10346 Eh
Relative energy (zero: lowest compared OMol25 entry of this formula, charge and spin) = 2.3 kJ/mol
HOMO-LUMO gap = 7.766 eV
E_LUMO = 4.95 eV

---

A 4-piece molecular cluster, C14H31N4O5 overall at a distorted geometry. Source: the Open Molecules 2025 dataset; level of theory: ωB97M-V with the def2-TZVPD basis set.

```
54
Properties=species:S:1:pos:R:3
C 5.95 0.55 2.17
C 4.82 1.66 2.18
C 3.46 0.91 1.89
C 2.21 1.85 1.98
N 0.97 1.28 1.44
C 0.60 0.00 2.08
O -0.37 0.01 2.89
O 1.19 -1.10 1.81
H 5.84 -0.10 3.08
H 5.72 -0.09 1.27
H 6.96 0.98 2.06
H 5.03 2.42 1.39
H 4.77 2.22 3.15
H 3.31 0.12 2.69
H 3.51 0.33 0.94
H 2.43 2.79 1.40
H 2.04 2.16 3.05
H 1.03 1.16 0.43
C 1.16 -1.76 -1.05
C 2.37 -2.31 -1.77
O 3.50 -2.17 -1.34
N 2.15 -2.99 -2.94
C 0.89 -3.25 -3.59
H 1.47 -1.25 -0.13
H 0.64 -1.04 -1.69
H 0.48 -2.58 -0.78
H 3.00 -3.33 -3.37
H 0.77 -4.33 -3.69
H 0.92 -2.81 -4.59
H 0.06 -2.83 -3.04
C -2.80 4.91 1.83
C -1.84 3.79 1.47
O -0.77 4.01 0.91
N -2.19 2.53 1.80
C -3.39 2.07 2.46
H -2.38 5.86 1.51
H -3.75 4.76 1.32
H -2.94 4.94 2.91
H -1.50 1.83 1.53
H -3.10 1.55 3.38
H -3.91 1.37 1.80
H -4.06 2.90 2.70
C -3.78 -0.72 -2.72
C -2.83 -1.81 -3.15
O -1.79 -1.57 -3.74
N -3.16 -3.09 -2.84
C -4.33 -3.58 -2.14
H -3.38 0.24 -3.04
H -4.75 -0.86 -3.20
H -3.89 -0.71 -1.64
H -2.47 -3.77 -3.15
H -4.01 -4.12 -1.25
H -4.86 -4.27 -2.80
H -4.99 -2.77 -1.85
```

Results
Total charge = -1
HOMO = -0.14120 Eh
Relative energy (zero: lowest compared OMol25 entry of this formula, charge and spin) = 68.8 kJ/mol
HOMO-LUMO gap = 6.239 eV
E_LUMO = 2.40 eV

---

A 7-piece molecular cluster, H14O7 overall at a distorted geometry. Source: the Open Molecules 2025 dataset; level of theory: ωB97M-V with the def2-TZVPD basis set.

```
21
Properties=species:S:1:pos:R:3
O 0.54 0.48 1.50
H 1.44 0.29 1.29
H 0.24 -0.25 2.06
O 0.44 -2.55 -0.04
H 0.35 -2.34 0.88
H 0.60 -3.51 -0.12
O -3.17 -0.26 1.12
H -2.45 -0.05 0.50
H -3.97 0.02 0.62
O 0.02 3.13 1.39
H 0.00 3.47 0.48
H 0.29 2.20 1.35
O -1.06 -0.11 -0.66
H -0.49 0.28 -0.04
H -0.81 -1.04 -0.58
O 0.60 1.23 -2.80
H 0.07 1.95 -3.17
H -0.03 0.57 -2.54
O 2.45 -0.87 -0.67
H 3.19 -1.16 -0.10
H 1.77 -1.49 -0.49
```

Results
Total charge = 0
HOMO = -0.39269 Eh
Relative energy (zero: lowest compared OMol25 entry of this formula, charge and spin) = 164.5 kJ/mol
SMILES = O.O.O.O.O.O.O
HOMO-LUMO gap = 10.243 eV
E_LUMO = -0.44 eV

---

One molecule with the formula C5H5NO at a distorted geometry. Source: the Open Molecules 2025 dataset; level of theory: ωB97M-V with the def2-TZVPD basis set.

```
12
Properties=species:S:1:pos:R:3
C -0.83 -0.06 1.93
C -1.04 -0.09 0.74
C -0.69 -0.14 -0.69
O -1.23 0.92 -1.46
C 0.85 -0.11 -0.78
C 1.57 -0.49 0.43
N 2.32 -0.77 1.27
H -0.70 -0.06 2.99
H -1.07 -1.08 -1.12
H -1.50 1.62 -0.86
H 1.23 -0.78 -1.56
H 1.22 0.89 -1.03
```

Results
Total charge = 0
HOMO = -0.39173 Eh
Relative energy (zero: lowest compared OMol25 entry of this formula, charge and spin) = 262.0 kJ/mol
SMILES = C#C[C@@H](O)CC#N
HOMO-LUMO gap = 11.315 eV
E_LUMO = 0.66 eV